No. 1
ORCA calculation (ωB97M-V/def2-TZVPD) on a structure of composition C24H43ClP2V.

The expectation value of S² is 0.938. The largest force on an atom is 0.179 hartree/bohr. As for the charge: +2. Its spin multiplicity is 2. The LUMO energy (spin up / spin down) is -10.1 / -9.1 eV. The calculation puts the energy at -3026.42049 a.u.

```
71
C24H43ClP2V, DFT ωB97M-V/def2-TZVPD
V -0.806 1.599 1.488
C -0.214 0.725 3.326
C 0.900 1.312 2.660
C -0.669 2.984 3.007
C -1.199 1.749 3.541
C 0.639 2.701 2.490
C -0.190 -0.608 3.967
H 0.818 -1.026 3.979
H -0.799 -1.346 3.439
H -0.505 -0.572 5.017
C -2.308 1.592 4.527
H -2.724 0.594 4.546
H -3.149 2.275 4.370
H -1.913 1.809 5.539
C -1.298 4.332 3.041
H -0.641 5.013 3.611
H -2.282 4.288 3.511
H -1.428 4.761 2.031
C 1.528 3.587 1.700
H 2.039 4.346 2.304
H 0.950 4.080 0.904
H 2.328 2.977 1.276
C 2.152 0.632 2.250
H 3.049 1.268 2.360
H 2.044 0.377 1.178
H 2.364 -0.263 2.845
C -0.230 -3.399 1.078
C 0.976 -3.610 1.610
C 2.322 -3.227 1.086
C 2.671 -3.479 -0.424
C 2.670 -2.286 -1.333
C 1.610 -1.466 -1.404
C 0.493 -1.457 -0.409
C -0.415 -2.705 -0.234
H 3.063 -3.781 1.667
H 1.991 -4.259 -0.786
H 2.529 -2.188 1.339
H -0.264 -3.374 -1.095
H -1.186 -3.658 1.615
H 0.987 -4.164 2.549
H -1.463 -2.375 -0.262
H 0.819 -1.221 0.589
H 1.613 -0.589 -2.071
H -0.187 -0.613 -0.651
H 3.675 -3.894 -0.452
H 3.506 -2.135 -2.018
P -1.088 -1.555 -2.733
P -0.602 1.754 -2.040
C -0.736 -0.375 -4.071
C -1.288 0.993 -3.685
H -1.262 -0.779 -4.960
H 0.359 -0.378 -4.280
H -1.061 1.688 -4.507
H -2.380 0.942 -3.557
C -1.459 3.286 -2.585
H -1.107 4.178 -2.045
H -2.532 3.136 -2.394
H -1.326 3.461 -3.666
C 1.047 2.118 -2.826
H 0.925 2.444 -3.870
H 1.713 1.243 -2.821
H 1.541 2.925 -2.271
C -2.800 -2.005 -3.149
H -3.156 -2.785 -2.452
H -2.800 -2.393 -4.183
H -3.452 -1.118 -3.065
C -0.115 -2.909 -3.497
H 0.953 -2.644 -3.490
H -0.458 -3.029 -4.536
H -0.232 -3.873 -2.977
Cl -2.546 0.370 0.360
```

=====

No. 2
ORCA calculation (ωB97M-V/def2-TZVPD) on a structure of composition C24H43GeLiN2.

The largest force on an atom is 0.019 hartree/bohr. As for the charge: +2. The LUMO energy is -7.4 eV. The calculation puts the energy at -3133.75722 a.u.

```
71
C24H43GeLiN2, DFT ωB97M-V/def2-TZVPD
Li 1.585 -0.713 -0.172
C 3.789 -2.847 0.896
C 2.486 -2.678 0.164
C 2.500 -2.434 -1.222
C 3.805 -2.452 -1.962
C 1.295 -2.218 -1.913
C 1.335 -1.825 -3.366
C 0.073 -2.490 -1.276
C -1.206 -2.496 -2.072
C 0.067 -2.862 0.076
C -1.173 -3.445 0.695
C 1.255 -2.814 0.826
C 1.204 -3.000 2.320
H 4.387 -1.936 0.852
H 4.374 -3.644 0.442
H 3.644 -3.121 1.933
H 4.443 -3.242 -1.573
H 4.340 -1.508 -1.851
H 3.658 -2.649 -3.018
H 1.393 -2.712 -3.996
H 2.201 -1.204 -3.583
H 0.445 -1.280 -3.667
H -2.082 -2.575 -1.437
H -1.212 -3.349 -2.750
H -1.313 -1.600 -2.683
H -1.881 -2.692 1.041
H -0.915 -4.077 1.537
H -1.676 -4.079 -0.029
H 1.370 -4.044 2.588
H 0.239 -2.703 2.723
H 1.969 -2.405 2.816
C 4.979 2.994 1.421
N 3.823 2.141 1.420
C 3.246 1.577 2.513
C 2.205 0.825 2.056
N 2.140 0.917 0.689
C 3.141 1.720 0.350
H 5.110 3.424 2.411
H 4.863 3.797 0.695
H 5.874 2.423 1.164
H 3.603 1.738 3.510
H 1.492 0.257 2.616
H 3.367 2.017 -0.655
C -5.563 -0.702 -0.782
C -5.173 -0.347 0.649
C -4.118 0.759 0.745
C -2.853 0.388 -0.040
Ge -1.350 1.676 0.284
C -0.716 3.080 -1.011
C -1.828 4.096 -1.289
C -2.060 5.085 -0.149
C -2.256 4.407 1.198
H -6.421 -1.368 -0.767
H -4.760 -1.216 -1.308
H -5.843 0.191 -1.338
H -4.830 -1.244 1.170
H -6.063 0.007 1.172
H -3.868 0.915 1.800
H -4.540 1.689 0.351
H -3.061 0.366 -1.112
H -2.502 -0.598 0.278
H -0.727 1.569 1.701
H -0.469 2.549 -1.935
H 0.186 3.558 -0.632
H -2.760 3.566 -1.504
H -1.565 4.652 -2.187
H -2.950 5.666 -0.388
H -1.222 5.779 -0.084
H -3.009 3.611 1.134
H -2.611 5.123 1.935
H -1.311 4.005 1.578
```

=====

No. 3
ORCA calculation (ωB97M-V/def2-TZVPD) on a cluster of 10 separate species, C24H43N7O4 in total.

Its SMILES is CN(C)C=O.CC(C)=O.CC(C)=O.CC(C)=O.CC#N.CC#N.CC#N.CC#N.CC#N.CC#N. The largest force on an atom is 0.206 hartree/bohr. As for the charge: 0. The LUMO energy is -0.4 eV. The calculation puts the energy at -1624.03784 a.u.

```
78
C24H43N7O4, DFT ωB97M-V/def2-TZVPD
C -0.590 1.148 -1.413
N -0.342 0.187 -0.348
C -0.763 -1.236 -0.628
C 0.289 0.573 0.803
O 0.480 -0.149 1.734
H -0.266 2.161 -1.171
H -1.664 1.294 -1.526
H -0.079 0.790 -2.306
H -0.495 -1.581 -1.626
H -0.450 -1.916 0.165
H -1.850 -1.274 -0.550
H 0.538 1.643 0.729
C 0.097 -5.642 -2.171
C -0.805 -5.092 -1.129
C -0.417 -3.721 -0.560
O -1.805 -5.712 -0.630
H 1.110 -5.929 -1.889
H 0.100 -4.902 -2.971
H -0.441 -6.523 -2.521
H 0.299 -4.028 0.202
H -1.236 -3.151 -0.121
H 0.009 -3.106 -1.352
C 1.284 -3.692 2.203
C 2.099 -2.409 2.211
C 2.486 -1.811 0.866
O 2.469 -1.875 3.262
H 0.423 -3.700 1.535
H 0.875 -3.854 3.201
H 2.032 -4.454 1.983
H 2.280 -2.492 0.039
H 3.558 -1.620 0.924
H 2.037 -0.835 0.685
C 0.813 3.710 -0.209
C 1.754 4.859 0.162
C 1.160 6.288 -0.035
O 2.884 4.664 0.715
H 1.469 3.083 -0.813
H -0.015 4.048 -0.831
H 0.405 3.134 0.622
H 1.994 6.989 -0.065
H 0.477 6.482 0.793
H 0.610 6.293 -0.976
C -3.729 2.528 0.575
C -2.354 2.955 0.398
N -1.215 3.197 0.183
H -4.066 2.655 1.604
H -3.843 1.474 0.322
H -4.421 3.172 0.033
C 1.031 -0.303 3.679
C 0.133 0.788 3.647
N -0.586 1.686 3.615
H 2.090 -0.117 3.497
H 0.763 -1.163 3.066
H 0.983 -0.733 4.680
C -2.199 -0.831 -3.006
C -3.189 -0.631 -4.050
N -3.983 -0.547 -4.925
H -1.981 -1.894 -2.896
H -2.549 -0.600 -2.000
H -1.219 -0.365 -3.107
C 1.765 0.422 -5.133
C 1.507 1.103 -3.843
N 1.299 1.626 -2.820
H 1.057 0.800 -5.870
H 1.646 -0.649 -4.968
H 2.796 0.627 -5.421
C 1.909 2.320 2.207
C 2.950 1.705 1.328
N 3.715 1.245 0.622
H 1.823 1.774 3.147
H 0.945 2.236 1.706
H 2.031 3.397 2.315
C -2.355 -0.473 2.125
C -3.222 -1.365 2.949
N -3.843 -1.991 3.684
H -1.322 -0.813 2.045
H -2.414 0.547 2.503
H -2.765 -0.426 1.116
```

=====

No. 4
ORCA calculation (ωB97M-V/def2-TZVPD) on a structure of composition C24H43NP2Sr.

The largest force on an atom is 0.088 hartree/bohr. As for the charge: 0. The LUMO energy (spin up / spin down) is -0.7 / -0.7 eV. The calculation puts the energy at -1708.00376 a.u.

```
71
C24H43NP2Sr, DFT ωB97M-V/def2-TZVPD
P -0.670 -2.111 -1.494
P -1.298 2.198 -1.300
C -1.612 -0.626 -1.991
C -0.739 0.607 -2.193
H -2.386 -0.472 -1.229
H -2.124 -0.885 -2.923
H 0.254 0.432 -1.759
H -0.702 0.819 -3.281
C -2.667 2.749 -2.396
H -3.424 3.221 -1.757
H -3.141 1.921 -2.934
H -2.336 3.501 -3.123
C 0.063 3.231 -2.011
H -0.064 3.405 -3.099
H 1.048 2.775 -1.804
H 0.040 4.202 -1.494
C -1.464 -3.646 -1.997
H -1.351 -4.430 -1.236
H -0.999 -3.997 -2.925
H -2.534 -3.491 -2.170
C 1.014 -2.139 -2.103
H 1.350 -1.169 -2.512
H 1.127 -2.929 -2.855
H 1.670 -2.386 -1.257
Sr 1.982 0.837 -4.545
C 1.342 2.058 -6.596
C 0.166 1.883 -5.908
C -0.997 1.016 -6.359
C -0.520 -0.436 -6.618
C 0.565 -0.786 -5.662
C 1.855 -0.947 -6.046
C 2.492 -0.255 -7.214
C 1.920 1.147 -7.644
C -0.518 -2.106 0.315
H 1.794 3.086 -6.617
H -0.132 2.664 -5.196
H -1.530 1.400 -7.260
H -1.766 1.027 -5.558
H -1.372 -1.131 -6.500
H -0.169 -0.562 -7.657
H 0.173 -1.039 -4.645
H 2.525 -1.644 -5.507
H 2.397 -0.936 -8.071
H 3.588 -0.164 -7.087
H 2.776 1.715 -8.082
H 1.240 0.986 -8.501
H 0.344 -1.484 0.580
H -0.358 -3.112 0.730
H -1.401 -1.644 0.770
C 1.542 3.252 4.769
N 1.050 2.036 4.205
C 0.781 0.945 5.094
C 0.736 1.955 2.786
C -0.744 1.929 2.434
C -1.700 2.300 3.422
C -3.067 2.155 3.202
C -3.509 1.595 2.009
C -2.564 1.229 1.017
C -1.230 1.591 1.168
H 2.183 3.031 5.631
H 0.725 3.901 5.133
H 2.109 3.819 4.021
H -0.276 0.942 5.419
H 0.992 -0.011 4.589
H 1.421 1.056 5.986
H 1.222 2.818 2.295
H 1.215 1.032 2.407
H -1.337 2.708 4.373
H -3.784 2.472 3.971
H -4.570 1.444 1.806
H -2.952 0.745 0.117
```

=====

No. 5
ORCA calculation (ωB97M-V/def2-TZVPD) on a structure of composition C24H44BIrNP2.

The expectation value of S² is 6.013. The largest force on an atom is 0.095 hartree/bohr. As for the charge: +1. Its spin multiplicity is 5. The LUMO energy (spin up / spin down) is -2.9 / -5.2 eV. The calculation puts the energy at -1807.00190 a.u.

```
73
C24H44BIrNP2, DFT ωB97M-V/def2-TZVPD
Ir 0.001 0.361 -1.843
C -0.948 -1.839 2.388
C 0.355 -2.094 1.843
C 0.554 -0.500 3.512
C -0.810 -0.862 3.420
C 1.274 -1.222 2.515
C -2.204 -2.515 2.064
H -2.075 -3.262 1.283
H -2.984 -1.803 1.748
H -2.594 -3.035 2.950
C -1.868 -0.458 4.359
H -2.766 -1.064 4.208
H -2.134 0.598 4.240
H -1.536 -0.597 5.398
C 1.163 0.355 4.539
H 0.781 0.076 5.532
H 0.943 1.418 4.390
H 2.249 0.221 4.548
C 2.726 -1.201 2.361
H 3.208 -1.617 3.258
H 3.108 -0.170 2.250
H 3.057 -1.785 1.499
C 0.758 -3.152 0.908
H 1.151 -4.032 1.441
H 1.568 -2.816 0.248
H -0.075 -3.504 0.292
C -1.187 1.349 -3.005
C -1.909 0.015 -3.062
C -1.488 -0.929 -4.206
C 0.039 -1.138 -4.344
C 0.927 -0.655 -3.235
C 1.494 0.681 -3.223
C 1.051 1.790 -4.134
C -0.485 1.933 -4.198
H -1.857 -0.544 -5.170
H 0.402 -0.694 -5.277
H -1.933 -1.924 -4.080
H -0.875 1.515 -5.132
H -1.675 2.060 -2.332
H -2.999 0.174 -3.097
H -0.751 2.993 -4.187
H 1.461 2.740 -3.764
H 2.523 0.756 -2.874
H 1.476 1.654 -5.133
H 0.259 -2.207 -4.437
H 1.508 -1.407 -2.697
P -1.969 -0.622 -1.167
C -3.346 0.302 -0.444
C -2.198 -2.389 -1.390
P 2.182 0.989 0.370
C 0.911 1.783 -0.753
C 3.417 0.060 -0.666
C 2.852 2.633 0.730
H -2.926 0.996 0.316
H -4.059 -0.392 0.029
H -3.828 0.861 -1.259
H -1.748 -2.690 -2.333
H -3.269 -2.613 -1.401
H -1.714 -2.957 -0.597
H 2.941 3.217 -0.189
H 3.808 2.554 1.254
H 2.096 3.076 1.392
H 0.138 2.275 -0.149
H 1.396 2.557 -1.383
H 4.281 -0.165 -0.024
H 3.763 0.601 -1.552
H 2.971 -0.901 -0.976
B -0.633 3.141 3.482
C -1.021 2.271 2.262
N -1.306 1.630 1.314
H -1.163 4.226 3.352
H 0.586 3.291 3.510
H -1.042 2.608 4.507
```

=====

No. 6
ORCA calculation (ωB97M-V/def2-TZVPD) on a structure of composition C24H44BNP2Ru.

The expectation value of S² is 8.802. The largest force on an atom is 0.075 hartree/bohr. As for the charge: +1. Its spin multiplicity is 6. The LUMO energy (spin up / spin down) is -3.7 / -5.3 eV. The calculation puts the energy at -1797.46227 a.u.

```
73
C24H44BNP2Ru, DFT ωB97M-V/def2-TZVPD
Ru 0.900 -1.357 0.289
C -1.046 -1.208 2.662
C -0.672 -2.176 1.640
C 1.058 -1.871 3.240
C 0.021 -0.962 3.513
C 0.686 -2.610 2.056
C -2.373 -0.632 2.933
H -3.233 -1.249 2.666
H -2.436 0.353 2.428
H -2.462 -0.344 3.971
C -0.072 0.001 4.649
H -1.107 0.384 4.780
H 0.583 0.856 4.436
H 0.226 -0.481 5.594
C 2.217 -2.086 4.141
H 1.859 -2.144 5.193
H 2.977 -1.273 4.089
H 2.710 -3.043 3.912
C 1.238 -3.894 1.596
H 0.614 -4.660 2.054
H 2.296 -4.064 1.849
H 1.095 -3.879 0.502
C -1.697 -3.110 1.085
H -1.495 -4.105 1.488
H -1.636 -3.138 0.005
H -2.716 -2.859 1.376
C -1.332 3.179 0.189
C -2.406 2.565 0.701
C -2.980 1.280 0.233
C -2.349 0.654 -0.985
C -0.894 0.454 -0.971
C 0.283 1.250 -1.010
C 0.459 2.588 -1.547
C -0.882 3.312 -1.247
H -4.067 1.318 0.153
H -2.659 1.118 -1.901
H -2.755 0.561 1.013
H -1.665 3.049 -1.960
H -1.028 4.088 0.735
H -2.895 3.116 1.537
H -0.704 4.387 -1.394
H 1.222 3.223 -0.978
H 1.033 1.016 -0.205
H 0.871 2.659 -2.573
H -2.775 -0.363 -0.997
H -0.678 -0.704 -0.664
P -0.705 0.919 -3.663
C -0.650 2.632 -4.444
C -1.233 -0.026 -5.159
P 1.526 -0.411 -1.995
C 1.094 0.498 -3.625
C 0.832 -1.932 -2.665
C 3.334 -0.510 -1.979
H 0.298 3.122 -4.211
H -1.482 3.243 -4.076
H -0.737 2.527 -5.531
H -0.857 0.502 -6.048
H -2.339 -0.016 -5.145
H -0.850 -1.058 -5.137
H 3.725 -0.103 -2.920
H 3.575 -1.579 -1.883
H 3.646 0.047 -1.094
H 1.712 1.386 -3.821
H 1.226 -0.160 -4.510
H 1.313 -2.754 -2.110
H 1.100 -1.999 -3.702
H -0.260 -1.991 -2.532
B 2.460 1.831 3.002
C 2.325 0.668 2.015
N 2.138 -0.225 1.266
H 3.310 2.608 2.556
H 2.834 1.203 4.011
H 1.330 2.380 3.123
```

=====

What did the third record say?
ORCA calculation (ωB97M-V/def2-TZVPD) on a cluster of 10 separate species, C24H43N7O4 in total.

Its SMILES is CN(C)C=O.CC(C)=O.CC(C)=O.CC(C)=O.CC#N.CC#N.CC#N.CC#N.CC#N.CC#N. The largest force on an atom is 0.206 hartree/bohr. As for the charge: 0. The LUMO energy is -0.4 eV. The calculation puts the energy at -1624.03784 a.u.

```
78
C24H43N7O4, DFT ωB97M-V/def2-TZVPD
C -0.590 1.148 -1.413
N -0.342 0.187 -0.348
C -0.763 -1.236 -0.628
C 0.289 0.573 0.803
O 0.480 -0.149 1.734
H -0.266 2.161 -1.171
H -1.664 1.294 -1.526
H -0.079 0.790 -2.306
H -0.495 -1.581 -1.626
H -0.450 -1.916 0.165
H -1.850 -1.274 -0.550
H 0.538 1.643 0.729
C 0.097 -5.642 -2.171
C -0.805 -5.092 -1.129
C -0.417 -3.721 -0.560
O -1.805 -5.712 -0.630
H 1.110 -5.929 -1.889
H 0.100 -4.902 -2.971
H -0.441 -6.523 -2.521
H 0.299 -4.028 0.202
H -1.236 -3.151 -0.121
H 0.009 -3.106 -1.352
C 1.284 -3.692 2.203
C 2.099 -2.409 2.211
C 2.486 -1.811 0.866
O 2.469 -1.875 3.262
H 0.423 -3.700 1.535
H 0.875 -3.854 3.201
H 2.032 -4.454 1.983
H 2.280 -2.492 0.039
H 3.558 -1.620 0.924
H 2.037 -0.835 0.685
C 0.813 3.710 -0.209
C 1.754 4.859 0.162
C 1.160 6.288 -0.035
O 2.884 4.664 0.715
H 1.469 3.083 -0.813
H -0.015 4.048 -0.831
H 0.405 3.134 0.622
H 1.994 6.989 -0.065
H 0.477 6.482 0.793
H 0.610 6.293 -0.976
C -3.729 2.528 0.575
C -2.354 2.955 0.398
N -1.215 3.197 0.183
H -4.066 2.655 1.604
H -3.843 1.474 0.322
H -4.421 3.172 0.033
C 1.031 -0.303 3.679
C 0.133 0.788 3.647
N -0.586 1.686 3.615
H 2.090 -0.117 3.497
H 0.763 -1.163 3.066
H 0.983 -0.733 4.680
C -2.199 -0.831 -3.006
C -3.189 -0.631 -4.050
N -3.983 -0.547 -4.925
H -1.981 -1.894 -2.896
H -2.549 -0.600 -2.000
H -1.219 -0.365 -3.107
C 1.765 0.422 -5.133
C 1.507 1.103 -3.843
N 1.299 1.626 -2.820
H 1.057 0.800 -5.870
H 1.646 -0.649 -4.968
H 2.796 0.627 -5.421
C 1.909 2.320 2.207
C 2.950 1.705 1.328
N 3.715 1.245 0.622
H 1.823 1.774 3.147
H 0.945 2.236 1.706
H 2.031 3.397 2.315
C -2.355 -0.473 2.125
C -3.222 -1.365 2.949
N -3.843 -1.991 3.684
H -1.322 -0.813 2.045
H -2.414 0.547 2.503
H -2.765 -0.426 1.116
```

=====

Q: Which value of charge does entry 1 give?
A: +2

=====

Q: Among the records above, which one has the highest energy?
A: C24H43N7O4